Computed, not measured: C3H3ClF2 as an isolated structure in a non-equilibrium geometry, with wB97M-V/def2-TZVPD.

Element x y z (Å)
C -1.411 -0.499 0.111
C -0.651 0.527 -0.147
C 1.255 0.198 -0.020
F 1.794 0.661 -1.156
F 1.716 0.960 0.981
Cl 1.618 -1.484 0.226
H -2.487 -0.445 0.055
H -0.992 -1.454 0.389
H -0.842 1.536 -0.440

Computed properties:
Lowest unoccupied orbital energy, eV: 0.87
E, hartree: -775.9660
Frontier orbital gap, eV: 11.67
Strongest force on any atom, eV Å⁻¹: 4.95
E_HOMO, Ha: -0.39690